DFT (ωB97M-V/def2-TZVPD) results for a cluster of 2 separate species, C3H6N2O in total at a distorted geometry.

As for the frontier orbital gap: 7.9 eV. As for the lowest unoccupied orbital energy: -1.0 eV.

Atoms and positions in Å:
1 O -1.241 1.833 0.864
2 N -1.628 -1.013 -1.191
3 N 0.940 0.317 -0.658
4 C -1.854 0.827 0.626
5 C 1.634 -0.651 0.151
6 C -1.512 -0.200 -0.372
7 H 0.325 -0.097 -1.340
8 H 1.020 -1.339 0.765
9 H 2.328 -0.133 0.818
10 H 2.220 -1.265 -0.536
11 H 0.583 1.152 -0.218
12 H -2.815 0.569 1.090

DFT (ωB97M-V/def2-TZVPD) results for the molecule C3H6N2O.

As for the frontier orbital gap: 11.1 eV. As for the lowest unoccupied orbital energy: 0.9 eV.

Atoms and positions in Å:
1 O 1.212 2.315 1.127
2 N -0.435 0.852 0.517
3 N -0.906 -1.419 -0.096
4 C 0.532 1.342 1.361
5 C -0.013 -1.337 -1.235
6 C -1.023 -0.433 0.684
7 H 0.622 0.736 2.282
8 H -1.644 -0.543 1.575
9 H 0.679 -2.183 -1.181
10 H 0.586 -0.419 -1.290
11 H -0.465 1.280 -0.400
12 H -0.591 -1.442 -2.156

DFT (ωB97M-V/def2-TZVPD) results for a cluster of 2 separate species, C3H6N2O in total at a distorted geometry.

As for the frontier orbital gap: 11.5 eV. As for the lowest unoccupied orbital energy: 0.6 eV.

Atoms and positions in Å:
1 O 0.980 -0.870 2.044
2 N -0.980 -0.302 0.188
3 N 2.430 0.147 -0.827
4 C 1.342 0.372 -0.503
5 C -1.072 0.166 -1.183
6 C -0.048 0.730 -0.267
7 H -1.695 0.118 0.777
8 H 1.681 -1.249 1.500
9 H 0.180 -1.080 1.536
10 H -0.749 -0.567 -1.915
11 H -1.897 0.804 -1.479
12 H -0.172 1.733 0.130

DFT (ωB97M-V/def2-TZVPD) results for a structure of composition C3H6N2O at a distorted geometry.

As for the frontier orbital gap (spin up / spin down): 7.5 / 7.5 eV. As for the lowest unoccupied orbital energy (spin up / spin down): -0.1 / -0.1 eV.

Atoms and positions in Å:
1 O 3.099 0.386 -0.169
2 N -2.427 0.988 0.090
3 N -1.379 0.344 0.234
4 C 0.168 -0.970 0.142
5 C -1.058 -1.054 -0.423
6 C -0.121 0.384 0.618
7 H -3.071 0.368 -0.365
8 H 2.326 0.237 -0.778
9 H -1.767 -1.760 -0.764
10 H 0.155 1.160 1.300
11 H 1.075 -1.383 0.047
12 H 2.999 1.300 0.068

DFT (ωB97M-V/def2-TZVPD) results for a cluster of 2 separate species, C3H6N2O in total at a distorted geometry.

As for the frontier orbital gap: 9.6 eV. As for the lowest unoccupied orbital energy: 0.4 eV.

Atoms and positions in Å:
1 O 3.529 -0.019 2.340
2 N -0.865 0.903 -0.580
3 N -0.695 -1.075 -1.535
4 C -1.676 -1.118 -0.553
5 C -0.228 0.143 -1.510
6 C -1.787 0.095 0.045
7 H -0.567 1.795 -0.230
8 H -2.506 0.336 0.787
9 H 3.875 0.443 1.572
10 H 0.547 0.550 -2.149
11 H 2.568 -0.007 2.241
12 H -2.194 -2.046 -0.428

DFT (ωB97M-V/def2-TZVPD) results for a cluster of 2 separate species, C3H6N2O in total at a distorted geometry.

As for the frontier orbital gap (spin up / spin down): 9.9 / 6.1 eV. Its charge is +1. As for the lowest unoccupied orbital energy (spin up / spin down): -4.9 / -8.7 eV. As for the expectation value of S²: 0.7639. The spin multiplicity is 2.

Atoms and positions in Å:
1 O 2.525 -0.130 -1.758
2 N -0.976 -0.884 0.482
3 N -0.302 1.064 -0.394
4 C -0.427 1.226 0.893
5 C -0.792 -0.050 1.503
6 C -0.708 -0.196 -0.670
7 H -1.051 -0.449 -1.663
8 H 1.956 0.367 -1.154
9 H 1.955 -0.906 -1.850
10 H -0.775 -0.311 2.543
11 H -1.293 -1.832 0.622
12 H -0.111 2.102 1.445

DFT (ωB97M-V/def2-TZVPD) results for a cluster of 2 separate species, C3H6N2O in total at a distorted geometry.

As for the frontier orbital gap (spin up / spin down): 11.5 / 8.2 eV. Its charge is +1. As for the lowest unoccupied orbital energy (spin up / spin down): -4.2 / -8.2 eV. As for the expectation value of S²: 0.7624. The spin multiplicity is 2.

Atoms and positions in Å:
1 O 0.335 -0.366 2.836
2 N -0.509 1.028 -2.035
3 N -0.112 0.185 0.027
4 C 0.146 -0.113 -2.153
5 C -0.622 1.231 -0.727
6 C 0.444 -0.651 -0.848
7 H 0.414 -1.324 2.925
8 H 0.912 -1.590 -0.586
9 H 0.219 0.245 1.002
10 H 0.398 -0.554 -3.107
11 H -0.614 -0.205 2.908
12 H -1.012 2.115 -0.243

DFT (ωB97M-V/def2-TZVPD) results for a cluster of 2 separate species, C3H6N2O2 in total.

As for the frontier orbital gap: 10.7 eV. As for the lowest unoccupied orbital energy: 0.6 eV.

Atoms and positions in Å:
1 O -1.414 1.161 0.681
2 O 1.609 -0.543 1.057
3 N -1.366 -0.674 -1.792
4 N 0.888 1.577 0.693
5 C 1.856 0.753 0.859
6 C 0.179 -0.659 1.001
7 C -0.275 0.778 0.782
8 H -0.924 -0.032 -2.445
9 H -0.184 -1.081 1.940
10 H 2.909 1.017 0.854
11 H -1.972 -0.105 -1.202
12 H -0.109 -1.275 0.143
13 H -1.965 -1.276 -2.350

DFT (ωB97M-V/def2-TZVPD) results for a cluster of 2 separate species, C3H6N2O2 in total at a distorted geometry.

As for the frontier orbital gap: 10.1 eV. As for the lowest unoccupied orbital energy: 0.6 eV.

Atoms and positions in Å:
1 O -1.266 1.343 -0.266
2 O -1.773 -1.201 -0.302
3 N 0.320 0.293 -1.591
4 N 1.756 -0.035 -1.377
5 C -0.093 0.757 -0.467
6 C 2.100 0.410 -0.258
7 C 0.935 0.908 0.595
8 H 3.124 0.508 -0.032
9 H 0.866 0.467 1.641
10 H -1.910 -0.886 -1.204
11 H 1.077 1.988 0.656
12 H -1.927 1.109 -0.850
13 H -1.959 -2.175 -0.306

DFT (ωB97M-V/def2-TZVPD) results for a cluster of 2 separate species, C3H6N2O2 in total at a distorted geometry.

As for the frontier orbital gap: 10.0 eV. As for the lowest unoccupied orbital energy: 0.8 eV.

Atoms and positions in Å:
1 O 1.534 1.614 -0.302
2 O 1.801 -0.660 0.671
3 N 1.054 -0.638 -0.535
4 N -1.868 -0.820 1.139
5 C -1.126 -1.085 0.149
6 C 0.828 0.633 -0.877
7 C -1.560 0.323 0.201
8 H -1.174 1.133 0.803
9 H 0.336 0.929 -1.807
10 H 2.154 1.168 0.307
11 H -2.332 0.635 -0.490
12 H 1.275 -1.283 1.223
13 H -0.922 -1.951 -0.482

DFT (ωB97M-V/def2-TZVPD) results for the molecule C3H6N2O2 at a distorted geometry.

As for the frontier orbital gap: 10.3 eV. As for the lowest unoccupied orbital energy: 0.7 eV.

Atoms and positions in Å:
1 O -0.052 0.964 1.944
2 O -0.624 -1.460 -0.940
3 N 0.759 -1.189 -0.555
4 N -1.456 0.695 1.761
5 C -0.839 0.449 0.575
6 C 1.358 -0.098 -1.312
7 C -0.330 -0.920 0.320
8 H -1.005 1.091 -0.290
9 H 1.941 -0.545 -2.116
10 H 0.631 0.597 -1.742
11 H -0.406 -1.580 1.180
12 H -2.002 1.555 1.809
13 H 2.025 0.440 -0.635

DFT (ωB97M-V/def2-TZVPD) results for the molecule C3H6N2O2 at a distorted geometry.

As for the frontier orbital gap: 9.8 eV. As for the lowest unoccupied orbital energy: 0.9 eV.

Atoms and positions in Å:
1 O 0.378 1.683 0.386
2 O -2.004 -1.536 0.087
3 N -0.371 0.530 0.904
4 N -0.803 -1.304 -0.604
5 C 1.291 -0.161 -0.633
6 C -0.048 -0.396 -0.089
7 C 1.625 1.181 -0.002
8 H -2.329 -2.307 -0.591
9 H 2.298 1.031 0.921
10 H -1.350 0.735 0.835
11 H 1.215 -0.090 -1.692
12 H 2.112 -0.890 -0.451
13 H 2.080 2.015 -0.568

Sequential calculated total energy output: -8233.85957; -8235.38659; -8234.33857; -8230.23015; -8235.66749; -8226.60082; -8227.41295; -10283.23201; -10281.36509; -10278.05989; -10277.35513; -10279.37465 eV
Sequential energy above the lowest of the compared OMol25 structures with the same formula, charge and spin output: 273.9; 126.6; 227.7; 624.1; 99.5; 78.4; 0.0; 151.0; 331.2; 650.1; 718.1; 523.2 kJ/mol